Computed, not measured: an isolated ion of composition C5H9N2 and charge +1, with ωB97M-V/def2-TZVPD.

Last column: Löwdin charge in e.
Geometry (Å):
C 0.25 2.57 1.80  -0.19
C 0.07 3.57 2.42  0.29
C 0.38 1.10 1.55  -0.12
C -0.05 1.01 0.08  -0.40
C -0.73 -1.49 -0.52  -0.04
N 0.42 1.77 -0.96  0.23
N 0.25 -0.46 -0.39  -0.01
H 1.47 0.77 1.64  0.15
H -0.13 0.52 2.20  0.09
H -1.11 1.09 0.06  0.16
H -1.23 -1.69 0.44  0.11
H -1.58 -1.35 -1.23  0.13
H -0.16 -2.39 -0.79  0.11
H 0.65 2.72 -0.80  0.09
H 0.56 -0.02 -1.34  0.19
H 1.03 -0.68 0.31  0.20

The calculation puts the gap between HOMO and LUMO (spin up / spin down) at 8.9 / 8.0 eV. The LUMO energy (spin up / spin down) comes out at -6.0 / -6.4 eV. For the HOMO energy (spin up / spin down), the calculation gives -14.94 / -14.44 eV. Its total energy is -304.86916 hartree. Its energy above the lowest of the compared OMol25 structures with the same formula, charge and spin is 947.5 kJ/mol. Its net charge is +1.

Computed, not measured: C24H43NP2Pt as an isolated structure, with ωB97M-V/def2-TZVPD.

Last column: Löwdin charge in e.
Geometry (Å):
P -0.09 2.10 -1.10  0.83
P 1.50 -0.47 0.86  0.83
C 1.73 1.86 -0.99  -0.35
C 2.22 0.46 -0.55  -0.42
H 2.17 2.66 -0.36  0.09
H 2.05 2.08 -2.02  0.10
H 2.04 -0.21 -1.41  0.00
H 3.29 0.46 -0.40  0.09
C 2.45 0.01 2.36  -0.24
H 1.92 -0.30 3.27  0.04
H 2.62 1.11 2.46  0.06
H 3.43 -0.51 2.36  0.07
C 1.33 -2.28 0.94  -0.24
H 2.17 -2.78 0.46  0.03
H 0.39 -2.58 0.44  0.03
H 1.24 -2.58 2.00  0.07
C -0.17 3.82 -0.47  -0.20
H -0.87 3.95 0.37  0.05
H -0.44 4.53 -1.27  0.08
H 0.83 4.12 -0.12  0.05
C -1.11 2.34 -2.65  -0.22
H -1.74 1.48 -2.94  0.06
H -0.48 2.57 -3.50  0.06
H -1.83 3.17 -2.52  0.07
Pt -0.69 -0.12 -0.30  0.85
C 1.86 -2.89 -2.13  -0.10
C 2.93 -2.13 -1.88  -0.15
C 3.48 -1.13 -2.90  -0.18
C 2.39 -0.57 -3.83  -0.16
C 1.05 -0.14 -3.20  -0.16
C 0.00 -0.96 -3.02  -0.15
C 0.06 -2.25 -3.83  -0.16
C 1.30 -3.13 -3.53  -0.17
C -2.15 1.49 0.15  -0.26
H 1.40 -3.53 -1.35  0.10
H 3.63 -2.29 -1.04  0.12
H 4.27 -1.64 -3.48  0.14
H 4.00 -0.28 -2.40  0.11
H 2.81 0.35 -4.28  0.12
H 2.22 -1.26 -4.68  0.11
H 1.01 0.92 -2.99  0.04
H -0.96 -0.73 -2.49  0.05
H 0.05 -2.02 -4.91  0.13
H -0.82 -2.87 -3.60  0.11
H 0.97 -4.17 -3.53  0.12
H 2.06 -3.12 -4.32  0.11
H -1.99 1.90 1.17  0.01
H -3.06 0.88 0.08  0.03
H -2.28 2.33 -0.57  -0.01
C -0.45 2.56 3.93  0.00
N -1.47 1.61 3.50  -0.07
C -2.65 1.74 4.33  0.01
C -0.96 0.27 3.16  -0.14
C -1.94 -0.70 2.55  -0.25
C -2.81 -1.45 3.36  -0.04
C -3.83 -2.25 2.83  -0.05
C -3.95 -2.33 1.44  -0.04
C -3.00 -1.71 0.62  -0.11
C -1.95 -0.96 1.18  -0.28
H -0.93 3.54 4.00  0.11
H 0.38 2.61 3.21  0.10
H -0.04 2.32 4.93  0.14
H -3.52 1.24 3.91  0.11
H -2.47 1.39 5.37  0.15
H -2.82 2.83 4.38  0.12
H -0.14 0.49 2.44  0.04
H -0.44 -0.18 4.03  0.17
H -2.80 -1.28 4.45  0.12
H -4.56 -2.74 3.48  0.13
H -4.81 -2.86 1.02  0.12
H -3.04 -1.82 -0.44  0.09

The calculation puts the gap between HOMO and LUMO (spin up / spin down) at 6.0 / 4.5 eV. The LUMO energy (spin up / spin down) comes out at -5.2 / -9.4 eV. For the HOMO energy (spin up / spin down), the calculation gives -11.18 / -13.83 eV. Its total energy is -1796.15596 hartree. The expectation value of S² is 6.02. Its energy above the lowest of the compared OMol25 structures with the same formula, charge and spin is 54.3 kJ/mol. Its net charge is +2. Its spin multiplicity is 5.

Computed, not measured: C23H43Cl2CuF5N3O5SiTe as an isolated structure, with ωB97M-V/def2-TZVPD.

Last column: Löwdin charge in e.
Geometry (Å):
C -2.13 -0.23 -5.04  -0.05
C -1.42 -1.01 -3.98  -0.22
H -2.46 -0.91 -5.84  0.06
H -1.49 0.54 -5.53  0.08
H -3.03 0.29 -4.66  0.09
C -0.86 -2.21 -4.23  -0.09
C -1.08 -2.94 -5.51  -0.11
H -0.33 -2.76 -3.46  0.10
H -0.55 -2.44 -6.34  0.08
H -2.15 -3.02 -5.79  0.08
H -0.68 -3.96 -5.43  0.07
Cu 0.77 1.61 2.19  -0.12
Cl 1.62 3.62 2.13  -0.01
C 0.96 -1.97 1.94  -0.37
O 1.98 -1.96 1.23  -0.13
N 0.98 -2.37 3.25  -0.19
C 2.26 -2.39 3.90  -0.06
C -0.23 -2.97 3.77  -0.05
H -0.05 -1.65 1.60  0.11
H 2.81 -1.50 3.57  0.09
H 2.85 -3.27 3.61  0.09
H 2.13 -2.39 4.98  0.08
H -1.05 -2.25 3.69  0.06
H -0.10 -3.28 4.80  0.08
H -0.52 -3.84 3.15  0.08
H 0.69 3.53 7.60  0.08
H -1.29 4.71 7.01  0.08
C 0.83 3.02 6.64  -0.03
C -1.02 4.61 5.95  -0.04
N -0.23 3.40 5.71  -0.17
H 0.81 1.92 6.75  0.09
C -0.23 2.80 4.51  -0.34
O 0.50 1.80 4.24  -0.12
H -1.94 4.58 5.35  0.09
H -0.89 3.26 3.77  0.11
H 1.80 3.30 6.22  0.10
H -0.48 5.53 5.69  0.09
H 2.60 0.70 -2.76  0.06
H 2.02 -1.41 -3.53  0.07
C 3.45 0.39 -2.16  -0.09
C 2.93 -1.82 -3.07  -0.08
N 3.29 -1.02 -1.90  -0.20
H 3.46 0.92 -1.21  0.04
C 3.90 -1.59 -0.81  -0.37
O 4.60 -1.01 0.00  -0.01
H 2.75 -2.86 -2.78  0.08
H 3.69 -2.68 -0.75  0.13
H 4.37 0.59 -2.73  0.09
H 3.73 -1.81 -3.84  0.08
O -0.44 0.66 -2.57  -0.15
C -1.40 -0.38 -2.60  -0.29
C 0.07 -1.95 -1.23  -0.04
C -1.19 -1.47 -1.54  -0.18
H 0.95 -1.37 -1.52  0.10
C 0.20 -3.20 -0.61  -0.10
H -2.38 0.06 -2.35  0.14
C -2.31 -2.12 -0.97  -0.05
H 1.19 -3.63 -0.51  0.10
C -0.90 -3.89 -0.10  -0.10
C -2.16 -3.32 -0.26  -0.10
H -3.28 -1.65 -1.11  0.11
H -0.78 -4.85 0.42  0.10
H -3.04 -3.78 0.21  0.10
Si -0.61 2.28 -2.79  0.44
Cl 2.17 0.66 1.03  0.31
C 1.09 3.01 -2.28  -0.15
C -1.37 2.94 -1.21  -0.16
C -1.33 2.97 -4.33  -0.18
H 1.99 2.46 -2.56  -0.01
H 1.15 3.03 -1.17  0.01
H 1.16 4.06 -2.63  0.04
H -0.77 2.70 -5.24  0.03
H -1.26 4.06 -4.27  0.03
H -2.37 2.74 -4.61  0.03
H -2.12 2.26 -0.79  0.00
H -1.74 3.97 -1.33  0.04
H -0.57 2.95 -0.44  0.02
F -4.33 0.58 1.97  -0.37
Te -2.46 0.46 2.25  1.88
F -2.66 -1.45 2.14  -0.37
F -2.26 0.52 0.34  -0.37
F -2.37 2.38 2.19  -0.39
F -2.85 0.45 4.13  -0.39
O -0.62 0.25 2.44  -0.61

The calculation puts the gap between HOMO and LUMO (spin up / spin down) at 6.5 / 6.4 eV. The LUMO energy (spin up / spin down) comes out at 1.4 / 1.2 eV. For the HOMO energy (spin up / spin down), the calculation gives -5.10 / -5.17 eV. Its total energy is -5060.52586 hartree. The expectation value of S² is 0.75. Its net charge is -1. Its spin multiplicity is 2.

Computed, not measured: C17H18BFN5O7RuSe as an isolated structure, with ωB97M-V/def2-TZVPD.

Last column: Löwdin charge in e.
Geometry (Å):
Ru -0.36 -0.13 0.33  0.88
N -0.03 -0.33 -1.74  -0.06
C -1.12 0.38 -2.44  -0.13
C -1.70 1.51 -1.61  -0.42
O -2.31 2.42 -2.11  0.10
N -1.51 1.37 -0.20  -0.15
C -2.22 2.22 0.56  -0.01
C -0.95 4.06 1.06  -0.46
O -1.81 4.83 1.19  0.19
O 0.14 3.63 1.03  0.19
H 0.86 0.15 -1.88  0.09
H 0.06 -1.29 -2.06  0.09
H -1.94 -0.33 -2.58  0.11
H -0.83 0.77 -3.41  0.13
H -2.27 1.98 1.61  0.09
H -3.02 2.77 0.09  0.10
Se -2.37 -1.54 0.47  0.69
C -2.37 -2.49 -1.20  -0.66
C -1.31 -3.33 -1.56  -0.15
C -1.31 -3.99 -2.78  -0.09
C -2.38 -3.85 -3.66  -0.11
C -3.46 -3.05 -3.29  -0.11
C -3.45 -2.37 -2.08  -0.17
H -0.48 -3.47 -0.87  0.07
H -0.48 -4.63 -3.04  0.10
H -2.39 -4.37 -4.60  0.09
H -4.30 -2.94 -3.96  0.09
H -4.27 -1.73 -1.81  0.09
B 2.37 -4.08 0.70  -0.44
C 1.49 -2.77 0.71  -0.21
N 0.82 -1.83 0.68  -0.02
H 3.37 -3.83 0.06  -0.01
H 2.62 -4.37 1.85  -0.01
H 1.70 -4.94 0.15  -0.01
F 3.64 4.80 3.22  0.09
C 3.22 3.77 2.48  -0.19
C 2.61 2.72 3.04  0.06
N 2.18 1.65 2.30  0.03
C 1.50 0.53 2.96  -0.03
C 0.00 0.86 3.16  -0.64
O -0.28 1.67 4.04  0.02
O -0.82 0.28 2.37  -0.21
C 2.20 1.69 0.94  -0.45
O 1.68 0.84 0.22  -0.04
N 2.92 2.72 0.39  0.22
C 3.44 3.84 1.05  -0.40
O 3.99 4.73 0.44  0.10
H 2.41 2.66 4.10  0.15
H 1.96 0.41 3.94  0.13
H 1.65 -0.36 2.37  0.09
H 2.92 2.76 -0.61  0.17

The calculation puts the gap between HOMO and LUMO (spin up / spin down) at 5.5 / 5.5 eV. The LUMO energy (spin up / spin down) comes out at 1.0 / 1.0 eV. For the HOMO energy (spin up / spin down), the calculation gives -4.50 / -4.51 eV. Its total energy is -4080.30803 hartree. Its energy above the lowest of the compared OMol25 structures with the same formula, charge and spin is 8.2 kJ/mol. Its net charge is -1.

Computed, not measured: C33H33IrN4O2S4 as an isolated structure, with ωB97M-V/def2-TZVPD.

Last column: Löwdin charge in e.
Geometry (Å):
Ir -0.51 0.41 -0.03  1.55
C -3.12 -1.09 -1.09  -0.10
N -1.76 -1.50 -0.69  -0.23
C -1.00 -1.99 -1.85  -0.11
C -0.77 -0.88 -2.85  -0.28
C -0.65 -1.15 -4.21  0.01
C -0.38 -0.12 -5.08  -0.01
C -0.25 1.17 -4.58  -0.02
C -0.40 1.36 -3.22  -0.10
N -0.65 0.36 -2.37  0.01
C -1.77 -2.46 0.43  -0.09
C -1.68 -1.84 1.81  -0.25
C -1.98 -2.61 2.93  0.00
C -1.79 -2.07 4.18  -0.02
C -1.31 -0.77 4.30  -0.02
C -1.05 -0.07 3.14  -0.10
N -1.24 -0.59 1.93  -0.01
C -3.64 0.10 -0.32  -0.25
C -4.99 0.25 -0.07  0.01
C -5.43 1.39 0.59  -0.01
C -4.50 2.33 0.99  -0.02
C -3.17 2.11 0.71  -0.11
N -2.74 1.02 0.06  -0.01
H -3.82 -1.93 -0.98  0.14
H -3.11 -0.82 -2.14  0.14
H -1.50 -2.83 -2.34  0.15
H -0.02 -2.34 -1.50  0.12
H -0.75 -2.17 -4.56  0.13
H -0.27 -0.31 -6.14  0.13
H -0.04 2.01 -5.23  0.12
H -0.30 2.35 -2.79  0.09
H -0.92 -3.14 0.30  0.12
H -2.67 -3.09 0.38  0.14
H -2.35 -3.62 2.80  0.13
H -2.01 -2.65 5.07  0.13
H -1.14 -0.32 5.26  0.12
H -0.68 0.95 3.17  0.12
H -5.69 -0.52 -0.38  0.13
H -6.48 1.52 0.80  0.13
H -4.80 3.23 1.51  0.12
H -2.39 2.80 1.02  0.09
C 1.62 4.54 0.73  -0.22
S 0.55 3.72 -0.43  0.89
C -0.66 5.02 -0.66  -0.23
O -0.17 2.66 0.41  -0.68
H 2.00 5.45 0.26  0.08
H 2.45 3.87 0.96  0.03
H 1.05 4.78 1.63  0.08
H -0.19 5.83 -1.22  0.07
H -1.02 5.37 0.31  0.07
H -1.48 4.60 -1.24  0.06
O 1.30 -0.07 0.17  -0.31
C 2.51 -0.82 0.33  -0.52
C 2.61 -1.72 -0.88  -0.51
C 2.53 -1.28 -2.17  -0.14
C 2.69 -2.32 -3.12  -0.17
C 2.93 -3.52 -2.52  -0.38
S 2.93 -3.41 -0.82  1.10
C 2.39 -1.56 1.65  -0.47
C 1.64 -2.67 1.93  -0.16
C 1.67 -3.02 3.30  -0.17
C 2.45 -2.16 4.03  -0.38
S 3.14 -0.94 3.06  1.12
C 3.64 0.19 0.36  -0.52
C 3.58 1.45 0.87  -0.15
C 4.84 2.11 0.85  -0.17
C 5.82 1.32 0.34  -0.38
S 5.23 -0.21 -0.13  1.11
H 2.38 -0.24 -2.42  0.13
H 2.68 -2.18 -4.19  0.11
H 3.11 -4.48 -3.00  0.08
H 1.10 -3.23 1.18  0.08
H 1.18 -3.88 3.72  0.11
H 2.67 -2.21 5.08  0.08
H 2.66 1.87 1.27  0.09
H 5.01 3.11 1.21  0.11
H 6.86 1.55 0.22  0.08

The calculation puts the gap between HOMO and LUMO (spin up / spin down) at 8.0 / 6.5 eV. The LUMO energy (spin up / spin down) comes out at -4.9 / -6.5 eV. For the HOMO energy (spin up / spin down), the calculation gives -12.88 / -13.06 eV. Its total energy is -3343.29754 hartree. The expectation value of S² is 6.01. Its energy above the lowest of the compared OMol25 structures with the same formula, charge and spin is 0.0 kJ/mol. Its net charge is +2. Its spin multiplicity is 5.

Computed, not measured: a 2-piece molecular cluster, C7H10 overall, with ωB97M-V/def2-TZVPD.

Last column: Löwdin charge in e.
Geometry (Å):
C 1.49 -0.23 1.00  -0.17
C 1.06 1.19 0.40  -0.11
C 1.22 -1.06 -0.14  -0.10
C -0.07 -1.39 -0.57  -0.13
C -1.23 -0.76 -0.17  -0.12
C -1.32 0.50 0.60  -0.27
C -0.21 1.50 0.39  -0.05
H 2.54 -0.21 1.31  0.11
H 0.86 -0.43 1.87  0.11
H 1.89 1.77 0.01  0.09
H 2.06 -1.39 -0.75  0.11
H -0.16 -2.14 -1.35  0.10
H -2.15 -1.10 -0.63  0.10
H -1.40 0.95 -2.23  0.06
H -2.32 0.94 0.53  0.11
H -1.16 0.31 1.68  0.13
H -1.10 1.56 -1.93  0.05

The calculation puts the gap between HOMO and LUMO (spin up / spin down) at 8.0 / 7.2 eV. The LUMO energy (spin up / spin down) comes out at -0.2 / -0.2 eV. For the HOMO energy (spin up / spin down), the calculation gives -8.21 / -7.37 eV. Its total energy is -272.52355 hartree. Its energy above the lowest of the compared OMol25 structures with the same formula, charge and spin is 510.5 kJ/mol.